Record 1
Molecular formula: C13H12ClN3O3S
Method: DFT, ωB97M-V with the def2-TZVPD basis set

```
33
C13H12ClN3O3S (ωB97M-V with the def2-TZVPD basis set)
O -2.5581 0.8742 1.6123
O 0.0128 -2.7464 -5.7722
O 1.2726 -1.2280 -6.8848
Cl 0.2843 2.8246 -0.5312
S -1.6591 -0.9856 -1.0102
C -1.3661 0.9089 1.2394
C -1.1433 0.5486 -0.1472
C -0.3515 1.3474 -0.9667
C 0.7286 1.2468 -3.3676
C 0.8799 0.4921 -4.5280
C -0.5831 -1.1257 -3.6216
C -0.7782 -0.4328 -2.4169
C -0.0707 0.7508 -2.2705
C 0.2614 -0.7861 -4.7731
N 0.6147 -0.7635 4.4843
N -0.3994 0.8113 2.2190
N 0.6345 -1.6473 -5.8158
C 1.0704 -0.9574 3.0375
C -0.7035 -0.2034 4.5086
C 0.9744 0.2533 2.1082
C -0.7541 1.1337 3.6416
H 1.2232 2.1748 -3.1675
H 1.4599 0.9864 -5.3304
H -0.9666 -2.1523 -3.7197
H 0.7264 -1.6710 4.8993
H 2.1019 -1.3516 2.9778
H 0.4443 -1.7826 2.6200
H -0.9157 0.1539 5.5983
H -1.3239 -1.0007 4.1654
H 1.1151 -0.0542 1.0924
H 1.5924 1.0882 2.4186
H -1.7942 1.4918 3.6442
H -0.0293 1.8020 4.0563
```

Max |F| (eV/Å): 6.9
ΔE to the lowest compared entry with this formula, charge and spin (eV): 5.4034
Energy (eV): -47641.131
2S+1: 1
HOMO (eV): -9.115
SMILES: O=C(c1sc2cc([N+](=O)[O-])ccc2c1Cl)N1CCNCC1
HOMO-LUMO gap (hartree): 0.2702

These are the Löwdin partial charges, in e, on atoms 1 to 8: number 1, O, carries 0.03; number 2, O, carries 0.05; number 3, O, carries 0.03; number 4, Cl, carries 0.81; number 5, S, carries 1.09; number 6, C, carries -0.47; number 7, C, carries -0.38; number 8, C, carries -0.68

Record 2
Molecular formula: C13H12N2
Method: DFT, ωB97M-V with the def2-TZVPD basis set

```
27
C13H12N2 (ωB97M-V with the def2-TZVPD basis set)
C -3.2132 -1.2838 -0.4313
C -2.3757 -2.1695 0.2229
C -2.9193 0.0919 -0.6684
C -1.2185 -1.6753 0.8612
C 2.9821 -0.9987 -1.3018
C 1.7680 -0.4558 -1.0994
C 2.7804 -0.8487 0.8198
C -1.6917 0.5239 -0.1774
C -0.8604 -0.3839 0.5548
C 0.2388 1.6981 0.5753
C 1.0184 2.7714 0.8392
C -0.8854 1.7487 -0.4559
C 0.4749 0.2197 0.9628
N 3.6652 -1.2252 -0.1489
N 1.6576 -0.3637 0.2353
H -4.1883 -1.5689 -0.7885
H -2.6427 -3.1412 0.2098
H -3.5299 0.7438 -1.4391
H -0.5260 -2.2997 1.3821
H 3.5869 -1.2243 -2.1597
H 1.0296 -0.2118 -1.8046
H 3.2195 -0.6348 1.7328
H 1.7291 2.9091 1.6959
H 0.9613 3.6459 0.3306
H -0.4088 1.4590 -1.3946
H -1.4029 2.7517 -0.6354
H 0.7511 -0.0780 2.0825
```

Max |F| (eV/Å): 4.1
ΔE to the lowest compared entry with this formula, charge and spin (eV): 0.3548
Energy (eV): -16653.532
2S+1: 1
HOMO (eV): -8.711
SMILES: C=C1Cc2ccccc2[C@H]1n1ccnc1
HOMO-LUMO gap (hartree): 0.3389

These are the Löwdin partial charges, in e, on atoms 1 to 8: number 1, C, carries -0.09; number 2, C, carries -0.06; number 3, C, carries -0.02; number 4, C, carries 0.00; number 5, C, carries -0.18; number 6, C, carries -0.08; number 7, C, carries -0.14; number 8, C, carries -0.19

Record 3
Molecular formula: C13H12O
Method: DFT, ωB97M-V with the def2-TZVPD basis set

```
26
C13H12O (ωB97M-V with the def2-TZVPD basis set)
C 0.0299 -3.2993 -2.2947
C 1.3027 -2.9857 -2.5966
C -0.7194 -2.5603 -1.3957
C 2.0635 -1.9338 -1.9400
C -0.0723 -1.4977 -0.7893
C 1.3387 -1.2419 -1.0318
C -1.5588 0.1198 0.8243
C -0.5218 -0.4633 0.1498
C 0.6426 0.3238 0.3979
C 0.3812 1.4187 1.2233
C -1.1284 1.2727 1.5969
C 1.1365 2.4902 1.9400
C -1.7485 2.5481 1.0307
O 1.7642 -0.2231 -0.2234
H -0.4841 -4.2611 -2.6410
H 1.9223 -3.5535 -3.2712
H -1.7490 -2.7120 -1.2370
H 3.1494 -1.7254 -1.9808
H -2.6414 -0.1233 0.7115
H -1.1505 1.2249 2.6544
H 0.4016 3.0658 2.4330
H 1.5172 3.1488 1.2489
H 1.9080 2.1793 2.6074
H -1.6743 2.6730 -0.1017
H -1.3213 3.5312 1.5458
H -2.7878 2.5840 1.1392
```

Max |F| (eV/Å): 4.0
ΔE to the lowest compared entry with this formula, charge and spin (eV): 0.0201
Energy (eV): -15720.818
2S+1: 1
HOMO (eV): -7.531
SMILES: CC1=c2oc3ccccc3c2=C[C@@H]1C
HOMO-LUMO gap (hartree): 0.2896

These are the Löwdin partial charges, in e, on atoms 1 to 8: number 1, C, carries -0.13; number 2, C, carries -0.08; number 3, C, carries -0.02; number 4, C, carries 0.02; number 5, C, carries -0.07; number 6, C, carries -0.21; number 7, C, carries -0.01; number 8, C, carries -0.09

Record 4
Molecular formula: C13H12O
Method: DFT, ωB97M-V with the def2-TZVPD basis set

```
26
C13H12O (ωB97M-V with the def2-TZVPD basis set)
C -2.7910 -0.9213 2.8140
C -0.0396 -2.6921 -0.6048
C -2.1661 -0.9633 1.7706
C -0.7079 -1.9040 0.0431
C 2.4979 0.5662 -2.0415
C 2.5777 -0.4172 -1.0633
C 1.5248 1.6627 -1.8035
C 1.8001 -0.5134 0.0687
C 0.6969 1.5926 -0.7150
C 0.8773 0.5960 0.2912
C -2.1783 0.1268 -0.4163
C 0.1367 0.6103 1.4888
C -1.4646 -0.8053 0.5874
O -0.5555 1.6871 1.8721
H -3.1086 -0.9245 3.8199
H 0.4184 -3.6260 -0.7278
H 3.2147 0.5199 -2.9268
H 3.4431 -1.1339 -1.1419
H 1.1889 2.2037 -2.7499
H 1.9728 -1.2590 0.8054
H -0.1247 2.3106 -0.6378
H -2.4313 -0.4096 -1.3826
H -1.5157 0.8832 -0.7957
H -3.0517 0.6056 0.0203
H 0.4374 -0.0814 2.2569
H -0.6517 2.2861 1.1685
```

Max |F| (eV/Å): 4.3
ΔE to the lowest compared entry with this formula, charge and spin (eV): 4.6026
Energy (eV): -15716.235
2S+1: 1
HOMO (spin up / spin down) (eV): -7.185 / -7.188
HOMO-LUMO gap (spin up / spin down) (hartree): 0.2550 / 0.2552

These are the Löwdin partial charges, in e, on atoms 1 to 8: number 1, C, carries 0.13; number 2, C, carries 0.13; number 3, C, carries -0.17; number 4, C, carries -0.10; number 5, C, carries -0.07; number 6, C, carries -0.13; number 7, C, carries -0.07; number 8, C, carries -0.04